{
  "formula": "C3H3KO3",
  "method": "wB97M-V/def2-TZVPD",
  "symbols": ["O", "O", "C", "C", "O", "C", "K", "H", "H", "H"],
  "coordinates": [[0.00128, -1.11852, 0.38170], [-0.56927, 2.18699, 0.45687], [-0.19395, 1.66021, -0.62125], [-0.11573, 0.27551, -0.96638], [0.95619, -3.42572, 1.56344], [0.49654, -2.41540, 1.29680], [-0.86334, 0.46091, 2.17332], [0.33963, 2.33644, -1.32744], [0.90870, 0.06697, -1.33646], [-0.96005, -0.02739, -1.62059]],
  "orbital_gap_ev": 6.41,
  "homo_ha": -0.2498,
  "de_lowest_kj_mol": 421.0
}



{
  "formula": "C3H3Li2O3Y",
  "method": "wB97M-V/def2-TZVPD",
  "symbols": ["O", "Li", "C", "O", "C", "H", "H", "Y", "C", "O", "Li", "H"],
  "coordinates": [[1.33100, 1.69885, 0.04027], [-0.20052, 2.77157, 0.06093], [0.97275, 0.50198, 0.01068], [1.72048, -0.32450, -0.73899], [1.46740, -1.74956, -0.43509], [2.36790, -2.12902, 0.07153], [1.40597, -2.25631, -1.41060], [-0.45571, -1.38861, 0.75925], [-1.84357, 1.08372, 0.70276], [-2.29128, -0.10287, 0.49490], [-2.93126, 0.67325, -1.32932], [-1.54316, 1.22149, 1.77368]],
  "total_charge": 2,
  "orbital_gap_ev": 7.32,
  "homo_ha": -0.5965,
  "de_lowest_kj_mol": 0.0
}



{
  "formula": "C3H3LiO3Sm",
  "method": "wB97M-V/def2-TZVPD",
  "symbols": ["H", "C", "C", "O", "C", "O", "O", "Sm", "H", "H", "Li"],
  "coordinates": [[-2.03026, 0.68591, -1.75957], [-1.11039, 0.44028, 0.05907], [-0.72814, -0.98399, 0.21536], [0.70438, -0.98383, 0.03229], [1.10396, 0.23185, -0.05215], [0.03834, 1.09804, -0.00478], [2.23857, 0.64982, -0.08700], [4.82845, 0.34670, -0.01696], [-1.20074, -1.60123, -0.56468], [-0.96790, -1.41986, 1.19724], [-2.87629, 1.53630, 0.98119]],
  "multiplicity": 8,
  "total_charge": 3,
  "orbital_gap_ev": [8.07, 9.87],
  "s2": 15.787,
  "homo_ha": [-0.7406, -0.8037],
  "de_lowest_kj_mol": 251.4
}



{
  "formula": "C3H3LiOY",
  "method": "wB97M-V/def2-TZVPD",
  "symbols": ["C", "O", "C", "C", "Y", "H", "H", "H", "Li"],
  "coordinates": [[-1.67752, -1.42110, 0.38031], [-1.48138, 1.32393, -0.14913], [-2.54744, 0.75400, 0.08216], [-2.82525, -0.78620, -0.20691], [3.58978, 0.12657, 0.00735], [-3.39954, 1.34581, 0.48148], [-3.87080, -1.04498, 0.06778], [-2.62054, -1.06729, -1.27011], [-0.01349, 0.00207, -0.09421]],
  "total_charge": 1,
  "orbital_gap_ev": [3.99, 3.52],
  "homo_ha": [-0.3475, -0.3509]
}



{
  "formula": "C3H3MgO3Tl",
  "method": "wB97M-V/def2-TZVPD",
  "symbols": ["O", "C", "C", "Tl", "Mg", "H", "H", "O", "C", "O", "H"],
  "coordinates": [[-1.13386, -1.04972, -0.95012], [-0.66131, -2.08960, -0.51881], [0.31519, -1.98068, 0.54817], [-1.95543, -0.60298, -2.97657], [0.29149, 0.03533, -0.02666], [-1.24480, -2.45719, 0.30034], [0.33828, -2.68695, 1.37284], [1.82267, 2.35660, 0.77740], [0.59952, 2.13284, 0.28128], [-0.20292, 3.04614, 0.21063], [1.83117, 3.29620, 0.98151]],
  "orbital_gap_ev": 5.92,
  "homo_ha": -0.2579
}



{
  "formula": "C3H3N2",
  "method": "wB97M-V/def2-TZVPD",
  "symbols": ["C", "C", "C", "N", "N", "H", "H", "H"],
  "coordinates": [[-4.45417, -0.01928, 0.65633], [-3.39857, -0.52659, 0.06180], [-0.46199, 0.02057, 0.59623], [-5.34825, 0.23460, 1.37497], [-1.31302, -0.03074, -0.38508], [-0.71326, 0.62829, 1.48342], [-0.15342, -0.97940, 0.97288], [0.46033, 0.39472, 0.08132]],
  "total_charge": 1,
  "orbital_gap_ev": [7.20, 8.36],
  "homo_ha": [-0.5812, -0.6231],
  "de_lowest_kj_mol": 797.4
}



{
  "formula": "C3H3N2",
  "method": "wB97M-V/def2-TZVPD",
  "symbols": ["C", "C", "C", "N", "N", "H", "H", "H"],
  "coordinates": [[2.31467, 0.03118, 0.04936], [-1.73187, 0.59458, -0.04318], [0.20111, -0.90762, -0.01585], [3.40444, 0.32547, 0.00038], [-0.72919, -0.17834, 0.20302], [-2.16648, 1.09626, 0.76083], [-2.04158, 0.90125, -1.12309], [0.74891, -1.86277, 0.16853]],
  "total_charge": 1,
  "orbital_gap_ev": [8.26, 7.50],
  "homo_ha": [-0.6107, -0.5932],
  "de_lowest_kj_mol": 436.8
}



{
  "formula": "C3H3N2O",
  "method": "wB97M-V/def2-TZVPD",
  "symbols": ["C", "C", "C", "N", "N", "O", "H", "H", "H"],
  "coordinates": [[2.10948, -0.67679, -0.11969], [-0.18081, -0.04208, 0.50071], [0.75980, -0.62734, -0.52065], [3.23432, -0.64309, 0.19530], [-0.50470, -1.49810, 0.45515], [-1.53609, -1.76271, -0.20131], [0.25892, 0.19438, 1.40130], [-0.77016, 0.74757, 0.08570], [0.38321, -0.44886, -1.58189]],
  "total_charge": -1,
  "orbital_gap_ev": 7.37,
  "homo_ha": -0.1012,
  "de_lowest_kj_mol": 31.4,
  "smiles": "N#C[C@@H]1CN1[O-]"
}



{
  "formula": "C3H3N2O",
  "method": "wB97M-V/def2-TZVPD",
  "symbols": ["C", "C", "C", "N", "N", "O", "H", "H", "H"],
  "coordinates": [[-1.22102, -0.27075, 0.29322], [0.25979, -0.54760, -0.04302], [1.47127, 0.06852, -0.01240], [-0.61511, -1.38704, -0.27028], [-2.17034, 0.34569, -0.13228], [-3.15958, 0.89158, -0.06114], [1.43981, 0.88039, -0.67094], [2.33698, -0.72507, -0.07999], [1.65820, 0.74430, 0.97683]],
  "total_charge": 1,
  "orbital_gap_ev": 9.09,
  "homo_ha": -0.5847,
  "de_lowest_kj_mol": 590.4,
  "smiles": "Cc1nc1=[N+]=O"
}



{
  "formula": "C3H3N2O",
  "method": "wB97M-V/def2-TZVPD",
  "symbols": ["C", "C", "C", "N", "N", "O", "H", "H", "H"],
  "coordinates": [[0.07284, 0.07818, -0.01555], [-1.27824, -0.25180, -1.91613], [1.34201, -0.07935, 0.05915], [-0.94023, 0.02437, -0.81105], [-0.05180, 0.35472, 1.41380], [-1.79351, -0.65341, -2.85977], [2.33621, 0.08199, 0.31512], [0.72801, 0.84747, 1.88782], [-0.41528, -0.40217, 1.92659]],
  "total_charge": 1,
  "orbital_gap_ev": 9.09,
  "homo_ha": -0.5756,
  "de_lowest_kj_mol": 318.1
}



{
  "formula": "C3H3N2OS",
  "method": "wB97M-V/def2-TZVPD",
  "symbols": ["C", "C", "C", "N", "N", "O", "S", "H", "H", "H"],
  "coordinates": [[1.13494, -0.49009, -0.40714], [0.19648, 0.89089, 0.95920], [-0.28983, -0.71155, -0.63126], [1.32392, 0.27821, 0.59804], [-0.86350, 0.37001, 0.15893], [-2.02179, 0.56945, 0.11259], [-0.15577, 2.28596, 1.77975], [1.94302, -0.86487, -0.97342], [-0.68768, -0.67967, -1.59072], [-0.57980, -1.64835, -0.00597]],
  "total_charge": 1,
  "orbital_gap_ev": [6.75, 6.64],
  "homo_ha": [-0.5545, -0.5520],
  "de_lowest_kj_mol": 457.9,
  "smiles": "O=[N+]1CC=NC1=S"
}



{
  "formula": "C3H3N3",
  "method": "wB97M-V/def2-TZVPD",
  "symbols": ["C", "C", "C", "N", "N", "N", "H", "H", "H"],
  "coordinates": [[0.44181, 1.40026, -1.72826], [2.75337, -0.78536, 0.08202], [-0.06537, 0.23413, -1.09702], [1.18441, 2.14585, -2.17698], [3.79717, -1.20527, 0.36372], [0.52997, -0.06742, 0.05511], [-0.48204, -0.54475, -1.81264], [0.92713, 0.80373, 0.56064], [0.27002, -0.97030, 0.56334]],
  "orbital_gap_ev": [7.38, 7.06],
  "homo_ha": [-0.3496, -0.3416],
  "de_lowest_kj_mol": 441.8
}